{"formula": "C26H31N2O8V", "method": "ωB97M-V/def2-TZVPD", "species": ["O", "C", "C", "H", "H", "C", "H", "H", "C", "H", "H", "H", "C", "H", "H", "H", "V", "C", "C", "C", "H", "C", "C", "H", "H", "H", "H", "C", "C", "C", "H", "C", "C", "H", "H", "H", "H", "O", "C", "C", "H", "H", "C", "H", "H", "C", "H", "H", "H", "H", "O", "C", "O", "C", "C", "C", "C", "C", "C", "N", "O", "O", "N", "O", "O", "H", "H", "H"], "coordinates": [[-0.322002, -0.529753, -5.182869], [-0.225458, 0.831948, -5.736282], [-0.234852, 0.370926, -7.179226], [0.700264, 1.324932, -5.415131], [-1.111154, 1.425593, -5.479615], [-0.232168, -1.037742, -6.551493], [0.661133, 0.625871, -7.737163], [-1.157320, 0.659168, -7.678458], [1.075948, -1.775222, -6.769464], [1.929566, -1.116530, -6.565222], [1.131572, -2.107447, -7.813514], [1.121611, -2.655968, -6.116126], [-1.434858, -1.883118, -6.913364], [-2.364704, -1.322988, -6.769893], [-1.446197, -2.791890, -6.300404], [-1.355211, -2.169387, -7.968699], [-0.677113, -0.722522, 1.177459], [-2.747307, -1.000367, 2.112897], [-2.594016, 0.414356, 2.154985], [-2.359490, 0.894042, 0.833172], [-2.736102, 1.014128, 3.051033], [-2.390457, -0.258213, -0.062374], [-2.676498, -1.418387, 0.743730], [-2.849046, -2.418533, 0.360258], [-2.967876, -1.640725, 2.960143], [-2.220346, 1.939582, 0.535377], [-2.321624, -0.255245, -1.149372], [0.622923, -2.473222, 2.075667], [-0.327963, -2.909423, 1.102805], [0.026238, -2.320011, -0.167750], [-1.118213, -3.631203, 1.284212], [1.210347, -1.507280, 0.047315], [1.559964, -1.607765, 1.434775], [2.443682, -1.175445, 1.899477], [0.679359, -2.824510, 3.100847], [-0.432041, -2.539696, -1.132599], [1.788809, -0.997149, -0.726594], [1.515816, 0.871385, -3.026542], [0.256190, 0.219929, -2.755479], [-0.870442, 1.266220, -2.871383], [0.230637, -0.200878, -1.728307], [0.185485, -0.600541, -3.470579], [-0.133725, 2.626295, -2.900792], [-1.580458, 1.213526, -2.046438], [-1.455168, 1.069113, -3.766328], [1.294278, 2.223041, -2.527820], [-0.575236, 3.319541, -2.179968], [-0.179008, 3.044111, -3.910676], [1.318638, 2.200358, -1.419897], [2.093145, 2.877098, -2.888598], [-0.642950, -0.980067, 4.169214], [0.026454, 0.089599, 4.116266], [0.304061, 0.771965, 3.072269], [0.599227, 0.581180, 5.429475], [1.743530, 1.385526, 5.468303], [2.322796, 1.770967, 6.705073], [1.761652, 1.359149, 7.919980], [0.591113, 0.580641, 7.880593], [0.032462, 0.167494, 6.647912], [-0.015423, 0.202006, 9.136713], [0.482362, 0.663483, 10.188454], [-1.008640, -0.552324, 9.127305], [3.507431, 2.601565, 6.707580], [4.024192, 2.897158, 5.608651], [3.970983, 2.985104, 7.802593], [2.202052, 1.744230, 4.552042], [2.200775, 1.658796, 8.870079], [-0.851608, -0.466458, 6.631790]], "forces_ev_per_angstrom": [[-0.234, 0.662, -2.322], [0.030, 0.329, 0.477], [0.035, -0.277, 0.586], [-0.323, -0.100, 0.137], [0.405, -0.045, 0.007], [-0.082, -0.417, -0.593], [-0.121, -0.001, -0.226], [0.151, -0.165, -0.301], [-0.047, -0.100, 0.050], [-0.171, -0.203, 0.049], [0.055, 0.026, 0.167], [0.091, 0.185, -0.116], [0.129, -0.126, 0.032], [0.138, -0.130, 0.050], [-0.129, 0.122, -0.100], [-0.099, -0.020, 0.146], [1.358, 1.013, 3.223], [-0.705, 0.378, -0.815], [-0.143, -0.666, -0.624], [0.139, -1.100, -0.671], [0.600, -0.159, -0.238], [-0.837, 0.429, 0.647], [-0.566, 0.933, 0.033], [0.114, 0.280, 0.150], [0.333, 0.205, -0.154], [0.086, -0.611, 0.184], [0.002, -0.014, 0.517], [-0.011, -0.302, -0.873], [1.258, -0.051, -0.183], [0.930, 0.143, 0.494], [0.163, 0.302, -0.040], [-0.435, -0.681, 0.441], [-0.652, -0.419, -0.830], [-0.498, 0.173, -0.051], [-0.264, 0.472, -0.194], [0.071, 0.247, 0.392], [-0.325, -0.104, 0.428], [-1.148, 1.260, 0.561], [0.182, -0.615, 0.896], [0.073, -0.097, -0.109], [0.243, 0.469, -0.469], [-0.042, 0.348, 0.696], [-0.087, -0.565, -0.432], [0.311, 0.067, 0.052], [-0.054, 0.208, 0.193], [0.233, -0.481, 0.650], [0.225, 0.060, -0.207], [0.010, 0.161, 0.173], [0.321, -0.045, -0.323], [-0.174, -0.175, -0.052], [0.410, 1.109, -0.777], [-0.128, -0.707, 0.738], [-0.810, -1.286, -1.138], [0.787, 0.475, 1.021], [-0.314, -0.084, -0.685], [0.897, 0.573, 0.164], [-0.715, -0.184, 0.052], [0.961, 0.520, -0.438], [-0.695, -0.372, -0.263], [-0.095, -0.021, 0.794], [-0.750, -0.694, -1.036], [1.108, 0.856, -0.029], [-1.329, -1.049, 0.083], [-0.034, 0.037, -0.088], [0.105, 0.062, 0.197], [-0.101, -0.119, 0.184], [-0.124, -0.080, -0.373], [0.286, 0.162, 0.086]], "mulliken_spin": [0.000, 0.000, 0.000, 0.000, 0.000, 0.000, 0.000, 0.000, 0.000, 0.000, 0.000, 0.000, 0.000, 0.000, 0.000, 0.000, 2.031, 0.012, -0.053, 0.026, -0.003, 0.021, -0.019, 0.005, 0.004, -0.003, -0.004, 0.021, -0.052, -0.086, 0.004, 0.141, -0.061, 0.004, 0.004, 0.003, 0.032, 0.003, -0.083, 0.000, 0.050, 0.009, 0.000, 0.000, 0.001, -0.007, 0.001, 0.000, 0.007, 0.000, 0.025, -0.044, -0.003, -0.163, 0.258, 0.009, 0.013, -0.031, 0.305, 0.027, 0.053, 0.020, 0.128, 0.133, 0.159, 0.054, 0.004, 0.044], "relative_energy_kj_mol": 66.4, "multiplicity": 4, "total_energy_ev": -72506.24313, "gap_ev": [3.1, 7.2], "total_charge": -1, "fmax_ha_per_bohr": 0.0708, "lumo_ev": [1.551, 1.592]}